{"formula": "C34H57ErN3O3Si", "method": "wB97M-V/def2-TZVPD", "elements": ["O", "O", "C", "C", "H", "H", "H", "H", "H", "C", "C", "H", "H", "H", "H", "H", "C", "C", "C", "H", "H", "H", "H", "H", "C", "H", "H", "H", "H", "H", "H", "N", "C", "C", "C", "C", "H", "H", "H", "C", "H", "H", "H", "N", "C", "C", "C", "C", "H", "C", "H", "C", "H", "C", "C", "C", "C", "C", "C", "H", "C", "H", "C", "H", "C", "C", "Er", "H", "H", "H", "H", "H", "H", "H", "H", "H", "H", "H", "H", "H", "C", "Si", "H", "H", "C", "C", "C", "H", "H", "H", "H", "H", "H", "H", "H", "H", "O", "C", "N"], "coordinates": [[1.160694, -0.526712, -3.345447], [-0.971053, -1.695572, -2.568594], [1.621025, 0.840359, -3.664875], [3.032694, 1.251301, -3.381961], [0.894371, 1.572622, -3.291830], [1.414182, 0.850774, -4.742401], [3.176896, 1.428757, -2.313618], [3.214561, 2.175464, -3.932799], [3.720662, 0.486528, -3.755136], [2.006238, -1.279384, -2.344071], [2.638254, -2.496193, -2.980703], [1.313834, -1.613289, -1.538229], [2.829063, -0.636503, -1.918021], [1.939442, -3.289829, -3.270812], [3.378308, -2.868770, -2.255428], [3.145117, -2.208457, -3.921187], [-1.741043, -2.661377, -1.747806], [-1.369402, -1.714874, -4.026857], [-0.791102, -3.604458, -1.075762], [-2.428273, -3.154883, -2.452609], [-2.330985, -2.086858, -1.024948], [-0.245858, -4.144925, -1.854917], [-1.359943, -4.285928, -0.444798], [-0.082435, -3.102323, -0.432544], [-1.047813, -3.083965, -4.559866], [-0.920699, -0.897402, -4.535172], [-2.460688, -1.558636, -4.020062], [-0.036838, -3.421103, -4.258505], [-1.056523, -2.978646, -5.640637], [-1.802254, -3.788534, -4.224318], [-0.522293, -0.908292, -2.245000], [1.761179, 1.146000, 2.104083], [1.899953, 1.366648, 3.439258], [0.909054, 1.082847, 4.400660], [-0.331228, 0.502223, 4.126511], [3.236200, 1.899535, 3.919192], [3.640142, 2.597748, 3.168619], [4.001108, 1.112549, 4.056870], [3.152339, 2.432506, 4.877003], [-1.113975, -0.003832, 5.315162], [-1.218622, -1.105676, 5.300652], [-2.099012, 0.489497, 5.416586], [-0.535789, 0.240054, 6.224218], [-0.831123, 0.421607, 2.883981], [2.938667, 0.895423, 1.324204], [3.411999, 1.907824, 0.466482], [2.664850, 3.202875, 0.344740], [4.618023, 1.684462, -0.192377], [5.024124, 2.495702, -0.801804], [5.305369, 0.479827, -0.042000], [6.260037, 0.335895, -0.556076], [4.802224, -0.520640, 0.784590], [5.348899, -1.447051, 0.950470], [3.615974, -0.326330, 1.481722], [3.119017, -1.352895, 2.437542], [-2.013986, -0.328186, 2.580683], [-3.224996, 0.381416, 2.447825], [-3.309289, 1.815108, 2.853117], [-4.292739, -0.304878, 1.891666], [-5.226702, 0.232638, 1.681170], [-4.182400, -1.660792, 1.586432], [-5.017652, -2.170194, 1.107388], [-3.009306, -2.377628, 1.832457], [-2.949799, -3.444130, 1.586055], [-1.909060, -1.718720, 2.362668], [-0.630515, -2.458732, 2.612613], [-0.290797, 1.415933, 1.027204], [1.841836, 3.168577, -0.391965], [3.359581, 3.974257, -0.003397], [2.260015, 3.544823, 1.304574], [2.053480, -1.570639, 2.329004], [3.298708, -1.048496, 3.474018], [3.668247, -2.280690, 2.261624], [-4.342685, 2.172168, 2.778226], [-2.730228, 2.457009, 2.168432], [-2.931863, 2.006435, 3.867029], [-0.084244, -2.085705, 3.490118], [0.027155, -2.377805, 1.731360], [-0.832218, -3.538726, 2.734015], [1.172102, 1.234101, 5.443979], [-1.039500, 0.574990, -1.050591], [-2.558305, 1.281024, -1.700835], [-1.180524, -0.193997, -0.272899], [-0.019592, 0.971750, -1.219149], [-2.355352, 1.873270, -3.436543], [-3.350699, 2.571897, -0.687700], [-3.966812, -0.068286, -1.773313], [-4.897642, 0.445916, -2.091918], [-4.169385, -0.529575, -0.784398], [-3.785398, -0.861627, -2.517969], [-1.896661, 2.865120, -3.395616], [-3.338671, 1.967429, -3.882401], [-1.745983, 1.210800, -4.052731], [-2.710319, 3.384530, -0.360361], [-3.946488, 2.283631, 0.175535], [-4.082786, 3.077136, -1.301526], [-0.443540, 5.844018, 1.315053], [-0.520710, 4.666690, 1.331826], [-0.591827, 3.462452, 1.287866]], "forces_ev_per_angstrom": [[2.14, 0.14, 1.81], [-1.53, -3.00, -2.56], [-1.57, -0.67, -1.31], [-0.05, -0.37, 0.11], [0.09, -0.20, 0.54], [0.39, 0.19, 0.00], [0.27, -0.01, -0.20], [0.05, 0.00, 0.11], [0.12, 0.19, 0.18], [-0.68, 0.87, -0.50], [0.42, 0.19, -0.52], [0.54, 0.46, -0.27], [-1.13, -0.50, -0.35], [0.01, 0.18, 0.37], [-0.19, -0.20, -0.41], [0.01, -0.08, 0.55], [-0.22, 0.88, 0.54], [-1.01, -0.75, 1.21], [-0.05, -0.35, -0.50], [0.38, 0.26, 0.45], [0.13, 0.01, -0.25], [0.03, -0.20, 0.34], [0.01, -0.18, -0.12], [0.16, 0.29, 0.10], [0.69, 0.34, -0.10], [0.78, 0.51, 0.02], [0.42, 0.09, 0.00], [-0.57, 0.24, -0.19], [-0.12, -0.39, -0.19], [0.13, -0.29, -0.29], [0.11, 2.10, 1.13], [-0.51, -0.30, 0.68], [0.39, -0.36, -0.98], [0.18, 0.29, -0.55], [-0.40, 0.09, -0.20], [0.37, 0.07, 0.09], [-0.11, -0.23, 0.29], [-0.42, 0.19, -0.13], [-0.15, -0.24, -0.31], [0.25, -0.03, 0.59], [-0.21, 0.55, -0.14], [0.36, -0.44, -0.26], [-0.37, -0.16, -0.37], [-0.11, -0.62, 1.28], [0.04, 0.65, 0.29], [-0.02, -0.75, 0.38], [0.29, 0.48, -0.10], [0.05, 0.01, -0.09], [-0.01, -0.35, 0.09], [0.25, 0.13, -0.18], [-0.35, 0.04, 0.19], [0.01, 0.17, -0.09], [-0.02, 0.16, -0.19], [-0.13, 0.69, -0.25], [0.12, -0.58, 0.16], [0.12, -0.05, 0.68], [0.58, -0.68, -0.22], [-0.11, 0.68, -0.29], [-0.53, -0.26, -0.06], [0.36, -0.31, 0.18], [-0.10, -0.15, -0.31], [0.09, 0.11, 0.20], [-0.47, 0.21, -0.07], [-0.07, 0.39, 0.22], [-0.16, 0.47, -0.25], [0.27, -0.44, -0.15], [1.12, 0.17, 1.00], [0.16, -0.03, 0.21], [-0.21, -0.03, -0.06], [0.01, -0.15, -0.25], [0.09, 0.20, 0.03], [-0.11, -0.09, -0.06], [-0.07, 0.00, 0.17], [0.17, -0.11, 0.14], [-0.10, -0.06, 0.33], [-0.11, -0.13, -0.29], [-0.13, -0.17, -0.33], [0.01, 0.09, 0.32], [0.08, 0.51, 0.08], [-0.03, 0.06, -0.28], [0.77, -0.18, 0.41], [-1.31, -1.72, -0.36], [0.30, -0.38, -0.36], [-0.23, -0.50, -0.29], [0.32, 0.42, 0.02], [-0.57, 1.30, 0.49], [0.23, 0.32, 0.07], [0.44, -0.20, 0.19], [0.15, 0.20, -0.59], [-0.07, 0.21, 0.31], [0.05, 0.00, -0.33], [-0.18, 0.13, -0.21], [0.01, 0.09, 0.01], [0.37, 0.07, 0.10], [0.19, -0.48, 0.16], [-0.39, 0.18, -0.52], [-0.08, -0.95, 0.21], [0.05, 0.44, -0.39], [-0.14, 1.64, 0.25]], "mulliken_charge": [-0.2021, 0.9799, -0.0950, -1.4899, 0.2195, 0.4189, 0.2615, 0.4760, 0.3010, 1.7082, -1.6050, -0.9153, -0.0229, 0.2971, 0.4387, 0.2942, 0.2760, -0.2688, -1.0246, 0.5293, -0.4003, 0.3611, 0.4796, -0.0791, -1.1009, 0.3307, 0.3753, 0.1631, 0.4619, 0.3848, -0.7932, 1.2100, 0.4636, -1.8501, 1.6132, -1.4872, 0.2577, 0.2250, 0.5172, -1.5208, 0.2401, 0.2430, 0.4844, 1.3575, -0.3900, 1.1332, -1.4859, -0.5957, 0.4405, -0.9513, 0.4438, -1.1819, 0.4715, 0.9317, -1.3454, -0.2503, 0.8898, -1.4601, -0.6031, 0.3800, -0.8253, 0.3941, -0.8880, 0.4735, 0.7674, -0.8425, -0.0359, 0.1582, 0.5853, 0.2904, -0.0277, 0.2933, 0.5044, 0.4445, 0.2970, 0.1554, 0.3359, -0.2754, 0.5218, 0.3944, 0.3556, -0.0061, -0.2933, 0.1876, -1.1420, -1.2049, -0.9095, 0.4774, 0.0726, 0.1225, 0.3335, 0.3677, 0.2195, 0.3814, 0.2691, 0.4964, -0.5925, 0.8202, -0.6158], "fmax_ev_per_a": 4.23, "charge": 1, "gap_ev": [8.48, 8.50], "total_energy_ev": -82289.676, "s2": 3.7530, "homo_energy_ev": [-10.62, -10.62], "lumo_ev": [-2.144, -2.114], "multiplicity": 4}